{"formula": "C25H45N6OPb", "method": "the ωB97M-V functional and the def2-TZVPD basis", "homo_energy_ev": -9.4473, "energy_ha": -1575.87337, "e_above_lowest_kj_mol": 229.71, "charge": 1, "symbols": ["Pb", "C", "O", "H", "H", "H", "C", "C", "C", "C", "N", "H", "H", "H", "H", "H", "H", "H", "C", "C", "C", "C", "N", "H", "H", "H", "H", "H", "H", "H", "C", "C", "C", "C", "N", "H", "H", "H", "H", "H", "H", "H", "C", "C", "C", "C", "N", "H", "H", "H", "H", "H", "H", "H", "C", "C", "C", "C", "N", "H", "H", "H", "H", "H", "H", "H", "C", "C", "C", "C", "N", "H", "H", "H", "H", "H", "H", "H"], "positions_angstrom": [[-0.6341, -0.2577, -0.4534], [-1.2670, -3.5700, -2.1043], [-0.6781, -2.3719, -1.8227], [-1.6032, -4.0794, -1.2012], [-2.1824, -3.6185, -2.6940], [-0.5775, -4.2174, -2.6462], [2.3754, 4.6973, 2.6857], [0.8508, 4.7729, 2.9794], [-0.1034, 4.4010, 1.7448], [0.0019, 2.9658, 1.3218], [-0.0495, 1.8546, 1.0687], [2.4105, 5.0270, 1.6474], [2.7939, 3.6908, 2.6896], [3.0909, 5.1418, 3.3774], [0.6353, 5.8023, 3.2657], [0.6396, 4.2813, 3.9290], [0.0574, 5.0920, 0.9173], [-1.1639, 4.5333, 1.9595], [-0.2476, 5.3749, -2.2038], [-1.4879, 4.9768, -3.0500], [-1.3760, 3.6355, -3.7937], [-1.2158, 2.4186, -2.9530], [-1.0708, 1.5337, -2.2259], [0.2246, 4.4833, -1.7912], [-0.5052, 6.0814, -1.4147], [0.4180, 5.7917, -2.9597], [-1.6402, 5.6946, -3.8560], [-2.3509, 5.0257, -2.3861], [-0.6970, 3.5414, -4.6412], [-2.3550, 3.6177, -4.2728], [-1.8949, -2.1226, 5.4011], [-1.3802, -3.1982, 4.5133], [-1.9175, -3.3436, 3.0883], [-1.9573, -2.1111, 2.3002], [-1.9191, -1.1217, 1.7256], [-2.9003, -2.5431, 5.4192], [-1.8839, -1.2107, 4.8041], [-1.4450, -2.0723, 6.3927], [-1.4273, -4.1415, 5.0573], [-0.3278, -2.9199, 4.4561], [-2.9315, -3.5478, 3.4322], [-1.4718, -4.1673, 2.5306], [2.6731, -5.0279, 2.2114], [1.7224, -5.0426, 0.9559], [2.0405, -3.7878, 0.0312], [1.5012, -2.5388, 0.5827], [1.1099, -1.5130, 1.0315], [2.5906, -5.9238, 2.8266], [2.4602, -4.2422, 2.9363], [3.7279, -4.9662, 1.9437], [0.6760, -5.0353, 1.2611], [1.9357, -5.9083, 0.3290], [1.7709, -3.8478, -1.0233], [3.1177, -3.6211, 0.0328], [5.3425, 0.1464, 0.7329], [4.7481, 1.5359, 0.4224], [4.2300, 1.6681, -0.9854], [2.9166, 0.8993, -1.1082], [1.9077, 0.2974, -1.2213], [6.3916, 0.1973, 0.4414], [4.7707, -0.6929, 0.3371], [5.1764, -0.0656, 1.7891], [5.5719, 2.2309, 0.5848], [4.0349, 1.8875, 1.1680], [4.9291, 1.3732, -1.7680], [4.1126, 2.7137, -1.2701], [-3.7709, -0.3976, -4.5822], [-4.4686, -1.6982, -4.2191], [-4.6705, -1.9103, -2.6480], [-3.9296, -1.0257, -1.7571], [-3.3429, -0.3655, -1.0099], [-4.2396, 0.5305, -4.2551], [-3.6937, -0.3238, -5.6669], [-2.7391, -0.3776, -4.2314], [-3.9847, -2.5283, -4.7339], [-5.5104, -1.6690, -4.5382], [-4.1946, -2.8407, -2.3381], [-5.7495, -1.9505, -2.4989]], "lowdin_charge": [1.251, -0.365, -0.542, 0.050, 0.032, 0.058, -0.100, -0.216, -0.128, -0.161, 0.083, 0.067, 0.053, 0.077, 0.100, 0.103, 0.094, 0.117, -0.091, -0.237, -0.161, -0.132, 0.074, 0.056, 0.069, 0.076, 0.111, 0.111, 0.127, 0.118, -0.099, -0.312, -0.144, -0.173, 0.088, 0.079, 0.077, 0.092, 0.120, 0.101, 0.122, 0.118, -0.098, -0.187, -0.147, -0.193, 0.058, 0.067, 0.064, 0.070, 0.089, 0.104, 0.118, 0.113, -0.086, -0.270, -0.166, -0.116, 0.093, 0.081, 0.063, 0.074, 0.110, 0.098, 0.123, 0.114, -0.125, -0.208, -0.136, -0.200, 0.093, 0.075, 0.073, 0.065, 0.108, 0.097, 0.099, 0.119]}

---

{"formula": "C35H82Br8Cl4N5O7V", "method": "the ωB97M-V functional and the def2-TZVPD basis", "homo_energy_ev": -6.6894, "energy_ha": -25559.57916, "symbols": ["O", "V", "O", "C", "C", "C", "C", "C", "C", "N", "O", "C", "C", "C", "H", "H", "H", "H", "H", "H", "H", "H", "H", "H", "H", "H", "H", "H", "H", "H", "H", "H", "Br", "C", "C", "Br", "H", "H", "H", "H", "Br", "C", "C", "Br", "H", "H", "H", "H", "Br", "C", "C", "Br", "H", "H", "H", "H", "Br", "C", "C", "Br", "H", "H", "H", "H", "C", "C", "C", "O", "C", "N", "H", "H", "H", "H", "H", "H", "H", "H", "H", "H", "H", "C", "C", "C", "O", "C", "N", "H", "H", "H", "H", "H", "H", "H", "H", "H", "H", "H", "C", "C", "C", "O", "C", "N", "H", "H", "H", "H", "H", "H", "H", "H", "H", "H", "H", "C", "C", "C", "O", "C", "N", "H", "H", "H", "H", "H", "H", "H", "H", "H", "H", "H", "C", "Cl", "Cl", "H", "H", "C", "Cl", "Cl", "H", "H"], "positions_angstrom": [[-1.5582, -5.1283, 0.0000], [-1.1953, -4.8961, -1.5041], [0.0173, -5.8881, -1.9239], [2.2692, 0.6369, 0.3675], [1.4121, -0.5519, 1.0218], [1.4239, -0.3735, 2.6483], [0.4013, 0.6274, 3.2178], [-0.9891, 0.1822, 2.7259], [-1.1340, 0.1976, 1.2156], [-0.0114, -0.6672, 0.5896], [-0.1824, -1.0054, -0.8812], [-1.1951, 1.6180, 0.7524], [-2.5312, -0.4381, 0.9612], [2.2054, -1.8430, 0.7176], [3.0268, 0.9094, 1.1022], [1.7728, 1.5913, 0.1919], [2.6754, 0.1823, -0.5361], [2.4042, 0.0337, 2.8957], [1.3212, -1.3145, 3.1888], [0.7182, 1.6438, 2.9845], [0.5289, 0.5122, 4.2942], [-1.8425, 0.7335, 3.1208], [-1.1639, -0.7846, 3.1979], [-1.4772, 1.7370, -0.2938], [-0.2305, 2.1016, 0.9068], [-1.9362, 2.2285, 1.2684], [-2.8597, -0.5186, -0.0750], [-3.2824, 0.1056, 1.5339], [-2.6469, -1.4913, 1.2170], [1.7965, -2.7142, 1.2294], [3.2190, -1.7356, 1.1039], [2.0455, -2.2213, -0.2920], [-6.9225, -6.2170, 1.2414], [-7.5505, -8.0892, 0.9112], [-6.5971, -9.0632, 1.6134], [-7.4932, -10.8308, 1.3465], [-7.7078, -8.3422, -0.1373], [-8.5226, -8.0306, 1.4007], [-6.5449, -8.7870, 2.6666], [-5.5752, -9.0777, 1.2346], [-6.8987, 2.9935, 5.6500], [-7.9146, 4.5882, 6.0505], [-7.2437, 5.8516, 5.3465], [-8.2767, 7.3983, 6.0177], [-7.9882, 4.6578, 7.1358], [-8.9538, 4.4227, 5.7663], [-7.3438, 5.8694, 4.2612], [-6.2028, 6.0663, 5.5885], [1.3892, -9.0489, 1.8479], [3.3769, -8.9664, 2.0306], [3.7438, -7.9450, 3.1356], [4.1334, -8.8656, 4.7874], [3.8633, -8.5114, 1.1677], [3.8393, -9.9515, 2.0935], [2.9058, -7.2871, 3.3656], [4.5684, -7.3260, 2.7820], [0.7435, 7.7224, 3.7940], [-0.2928, 7.5394, 2.0927], [0.6937, 7.6725, 0.8901], [-0.1431, 7.2016, -0.9156], [-0.9376, 8.4177, 2.1233], [-0.8018, 6.5763, 2.0544], [1.4758, 6.9212, 0.9997], [1.2568, 8.6049, 0.9315], [9.9956, -3.1948, 6.3398], [9.2035, -2.6919, 5.1130], [8.0501, -1.7495, 5.5562], [8.5074, -0.6336, 6.2324], [7.6852, 0.4364, 5.9690], [10.1171, -2.0928, 4.1861], [10.8500, -3.8002, 6.0372], [9.3544, -3.9023, 6.8654], [10.3383, -2.3353, 6.9160], [8.6670, -3.5129, 4.6374], [7.3625, -2.2984, 6.1996], [7.4784, -1.5583, 4.6481], [7.8691, 1.3577, 6.5217], [6.6664, 0.2540, 6.3110], [7.6919, 0.7847, 4.9362], [9.5278, -2.0672, 3.3663], [10.7702, -2.8455, 4.0216], [-1.2354, 2.8340, -5.7655], [-1.8906, 1.6052, -6.2651], [-0.7608, 0.6084, -6.7682], [-0.0081, 1.0790, -7.8518], [-0.6223, 1.1376, -9.0705], [-2.6778, 1.0516, -5.2226], [-0.5121, 3.2004, -6.4939], [-0.9079, 2.7427, -4.7299], [-2.0091, 3.5996, -5.7066], [-2.5509, 1.9056, -7.0786], [-1.2062, -0.3546, -7.0180], [-0.0784, 0.2681, -5.9893], [-1.4138, 1.8868, -9.0872], [-0.9746, 0.1202, -9.2404], [0.1580, 1.4028, -9.7839], [-3.0835, 1.7987, -4.6774], [-2.0548, 0.6218, -4.5539], [6.2195, 3.1095, -5.0038], [4.7996, 3.1526, -5.5533], [4.3944, 4.5309, -6.0936], [4.6573, 5.4836, -5.0410], [4.3029, 6.7532, -5.2356], [4.7244, 2.2120, -6.6586], [6.9246, 3.3276, -5.8060], [6.4454, 2.1002, -4.6597], [6.4582, 3.7470, -4.1526], [4.1401, 2.8737, -4.7315], [3.3627, 4.5060, -6.4444], [5.0247, 4.7944, -6.9430], [3.2339, 6.5808, -5.3601], [4.7815, 7.2366, -6.0873], [4.4072, 7.3116, -4.3053], [3.7637, 2.2288, -6.9699], [4.9424, 1.3022, -6.2780], [-9.3372, 0.2925, 0.0808], [-8.8864, 0.6587, -1.3723], [-7.9148, 1.7916, -1.3942], [-7.4369, 1.9823, -2.7547], [-6.9820, 3.3308, -3.0367], [-8.3420, -0.5340, -2.0280], [-10.2656, -0.2757, 0.0226], [-9.5475, 1.1846, 0.6707], [-8.6123, -0.2209, 0.7124], [-9.6858, 1.0980, -1.9690], [-7.0362, 1.5545, -0.7943], [-8.6163, 2.5421, -1.0300], [-6.3723, 3.6911, -2.2081], [-7.7635, 4.0465, -3.2917], [-6.2686, 3.2843, -3.8595], [-9.2178, -0.9960, -2.2273], [-7.9313, -0.9613, -1.2103], [-4.0028, -4.4163, 6.0521], [-4.7855, -4.2315, 7.6433], [-3.3107, -6.0666, 5.9639], [-4.7186, -4.3194, 5.2358], [-3.2419, -3.6359, 6.0382], [6.9343, -3.0909, -2.9447], [7.6173, -4.4638, -1.9933], [5.6901, -3.7223, -4.0645], [6.3935, -2.5377, -2.1769], [7.6717, -2.5272, -3.5163]], "lowdin_charge": [-0.401, 1.007, -0.435, -0.014, -0.439, -0.128, -0.174, -0.163, -0.489, -0.020, -0.167, -0.043, -0.048, -0.061, 0.068, 0.062, 0.074, 0.099, 0.110, 0.105, 0.107, 0.114, 0.121, 0.090, 0.066, 0.092, 0.073, 0.081, 0.079, 0.076, 0.087, 0.071, 0.547, -0.690, -0.646, 0.586, 0.053, 0.036, 0.053, 0.060, 0.601, -0.723, -0.636, 0.576, 0.040, 0.047, 0.048, 0.046, 0.574, -0.653, -0.719, 0.610, 0.053, 0.050, 0.028, 0.058, 0.566, -0.631, -0.635, 0.516, 0.045, 0.051, 0.032, 0.055, -0.054, -0.460, -0.231, -0.147, -0.150, 0.043, 0.068, 0.076, 0.082, 0.126, 0.127, 0.116, 0.086, 0.087, 0.091, 0.072, 0.069, -0.084, -0.464, -0.183, -0.203, -0.126, 0.034, 0.080, 0.086, 0.077, 0.130, 0.114, 0.127, 0.086, 0.093, 0.095, 0.068, 0.072, -0.067, -0.453, -0.160, -0.206, -0.164, 0.034, 0.082, 0.068, 0.075, 0.133, 0.120, 0.128, 0.088, 0.092, 0.094, 0.068, 0.070, -0.057, -0.459, -0.218, -0.190, -0.096, 0.051, 0.075, 0.067, 0.075, 0.139, 0.131, 0.124, 0.076, 0.080, 0.076, 0.068, 0.059, -0.991, 0.473, 0.471, 0.025, 0.023, -0.972, 0.455, 0.471, 0.012, 0.033]}